1.
Formula: H5NO2P2
Source: OMol25
Level of theory: wB97M-V/def2-TZVPD

The geometry in XYZ format:
```
10
Properties=species:S:1:pos:R:3:forces:R:3
N 1.386904 0.909997 0.050080 -2.2 0.9 2.2
P -0.257386 0.444332 -0.230226 -0.8 1.7 1.7
O -0.893650 1.108371 1.252162 0.5 -0.4 -1.1
P -0.024229 -1.602447 0.369590 -0.5 -0.7 0.2
O -1.254286 -2.187037 -0.598207 0.0 -0.3 0.4
H 1.921523 0.697701 -0.716717 1.8 -0.4 -2.3
H 1.329206 1.917751 0.190826 0.5 -0.1 0.0
H -1.487082 1.881038 1.197160 0.4 -0.7 -0.5
H 1.049876 -1.701848 -0.540902 0.2 0.1 -0.3
H -1.770878 -1.467854 -0.973762 -0.1 0.0 -0.3
```
Positions in Å, forces in eV/Å.

Calculated values
Max |F| = 3.25 eV/A
Energy above the lowest of the compared OMol25 structures with the same formula, charge and spin = 107.8 kJ/mol
Structure (SMILES) = NP(O)#[PH]O
Total charge = 0
HOMO-LUMO gap = 9.024 eV

Results of the Löwdin charge analysis, in e, for atoms 1 through 2: number 1, N, carries -0.2442; number 2, P, carries 0.5843



2.
Formula: C3H6O2S
Source: OMol25
Level of theory: wB97M-V/def2-TZVPD

The geometry in XYZ format:
```
12
Properties=species:S:1:pos:R:3:forces:R:3
C -0.988338 0.161607 1.187314 0.3 -0.6 0.5
C -0.153446 0.608935 -0.000014 -1.7 -0.6 -1.4
O 0.987788 1.213015 0.462719 1.6 0.9 0.1
C 0.133657 -0.596065 -0.943635 -0.6 0.7 1.3
O -0.736464 -1.224494 -1.458358 -0.7 -0.4 -0.6
S 1.823788 -0.969264 -1.053200 1.2 -0.6 -0.3
H -1.224520 1.005630 1.837763 0.1 0.0 -0.1
H -1.921874 -0.353541 0.929155 0.3 0.2 -0.3
H -0.367068 -0.545088 1.746530 -0.2 0.1 0.2
H -0.814354 1.257739 -0.607285 0.5 0.1 0.0
H 1.603395 1.494342 -0.249533 -0.8 -0.2 0.5
H 1.657436 -2.052817 -1.851455 -0.1 0.4 0.2
```
Positions in Å, forces in eV/Å.

Calculated values
Max |F| = 2.28 eV/A
Energy above the lowest of the compared OMol25 structures with the same formula, charge and spin = 67.9 kJ/mol
Structure (SMILES) = C[C@@H](O)C(=O)S
Total charge = 0
HOMO-LUMO gap = 10.274 eV

Results of the Löwdin charge analysis, in e, for atoms 1 through 2: number 1, C, carries -0.0310; number 2, C, carries -0.4764



3.
Formula: C53H55AuCl3N5OS3Si
Source: OMol25
Level of theory: wB97M-V/def2-TZVPD

The geometry in XYZ format:
```
122
Properties=species:S:1:pos:R:3:forces:R:3
Au -0.162534 0.731230 1.031043 0.1 -0.2 0.3
C -0.580998 2.767297 1.230169 0.0 -0.1 0.4
Si -1.590496 3.446915 -0.172721 -0.2 0.2 -0.1
C -1.059717 2.570174 -1.869305 0.0 0.0 0.1
N -1.080796 1.168240 -1.845713 0.0 0.0 -0.4
C -2.336832 0.437519 -1.734847 0.0 -0.1 0.0
C -2.367032 -0.721377 -2.739702 0.0 0.1 0.0
C -1.699914 -0.283019 -4.042111 0.0 0.0 0.0
C -0.214752 0.037665 -3.803499 0.0 0.0 0.0
C 0.046109 0.389339 -2.321175 0.2 0.0 -0.1
C -1.230263 5.231666 -0.532211 0.0 0.0 0.0
C -2.242030 6.191678 -0.444245 0.0 0.0 0.0
C -1.972418 7.532702 -0.683240 0.0 0.0 0.0
C -0.688530 7.933859 -1.016561 0.0 0.0 0.0
C 0.332065 6.995966 -1.108552 0.0 0.0 0.0
C 0.059373 5.660427 -0.865913 0.0 0.0 0.0
C -3.421104 3.158314 -0.026766 0.0 0.0 0.0
C -4.013950 2.652262 1.129798 -0.1 0.0 0.0
C -5.390399 2.481650 1.213533 0.0 0.0 0.0
C -6.198753 2.820040 0.140511 0.0 0.0 0.0
C -5.631929 3.341750 -1.016535 0.0 0.0 0.0
C -4.259547 3.511045 -1.093815 0.0 0.0 0.0
H -1.121374 2.953702 2.162570 0.0 0.0 0.0
H 0.371093 3.288811 1.323228 0.0 0.0 0.0
H -0.082850 2.943747 -2.171816 0.0 0.0 0.0
H -1.843773 2.965596 -2.527500 0.0 0.0 0.0
H -3.148653 1.145867 -1.893203 0.0 0.0 0.0
H -2.417612 0.070242 -0.702490 0.0 0.0 -0.1
H -3.408364 -1.000313 -2.894531 0.0 0.0 0.0
H -1.861600 -1.597938 -2.329296 0.0 0.0 0.0
H -2.217987 0.598498 -4.428707 0.0 0.0 0.0
H -1.799042 -1.056126 -4.801538 0.0 0.0 0.0
H 0.118571 0.860988 -4.435591 0.0 0.0 0.0
H 0.416640 -0.821119 -4.039969 -0.1 0.2 0.0
H 0.966353 0.961428 -2.192464 -0.2 -0.1 -0.1
H 0.104128 -0.520256 -1.716895 0.0 0.1 -0.2
H -3.249773 5.895331 -0.179795 0.0 0.0 0.0
H -2.765851 8.264048 -0.607050 0.0 0.0 0.0
H -0.479237 8.978718 -1.203053 0.0 0.0 0.0
H 1.335252 7.309631 -1.365160 0.0 0.0 0.0
H 0.873996 4.948478 -0.940989 0.0 0.0 0.0
H -3.405488 2.390336 1.982247 0.0 0.0 0.1
H -5.833947 2.095395 2.122543 0.0 0.0 0.0
H -7.271092 2.692513 0.206961 0.0 0.0 0.0
H -6.261592 3.626425 -1.849005 0.0 0.0 0.0
H -3.843140 3.944225 -1.999149 0.0 0.0 0.0
S 0.030687 -1.557299 0.473272 0.1 -0.1 0.3
C -1.086594 -2.302960 1.574559 -0.1 -0.1 0.0
N -1.099665 -3.642865 1.685920 0.0 0.0 0.0
C -1.876114 -4.227422 2.770786 0.0 0.0 0.0
C -3.224481 -3.546787 2.811839 0.0 0.0 0.0
N -3.035356 -2.106025 2.961905 0.1 0.0 0.1
C -3.947545 -1.352400 3.829215 -0.1 0.0 0.0
C -3.317470 -0.909884 5.129920 0.0 0.0 0.0
C -2.689634 -1.832405 5.961131 0.0 0.0 0.0
C -2.122487 -1.425450 7.157573 0.0 0.0 0.0
C -2.185234 -0.090255 7.536869 0.0 0.0 0.0
C -2.817814 0.831883 6.718197 0.0 0.0 0.0
C -3.378155 0.421721 5.516057 0.0 0.0 0.0
C -2.000880 -1.525175 2.322983 0.0 0.0 0.0
S -1.828886 0.203647 2.490207 -0.1 0.1 -0.2
C -0.261154 -4.536393 0.882643 0.0 0.0 0.0
C 0.896392 -5.126902 1.650771 0.0 0.0 0.0
C 0.980642 -6.499400 1.841923 0.0 0.0 0.0
C 2.055062 -7.049821 2.530335 0.0 0.0 0.0
C 3.047870 -6.226914 3.037033 0.0 0.0 0.0
C 2.966967 -4.850980 2.854925 0.0 0.0 0.0
C 1.898016 -4.304019 2.164206 0.0 0.0 0.0
H -1.346058 -4.096537 3.719059 0.0 0.0 0.0
H -1.985127 -5.294172 2.584731 0.0 0.0 0.0
H -3.812942 -3.909737 3.651605 0.0 0.0 0.0
H -3.777734 -3.753582 1.890280 0.0 0.0 0.0
H -4.796031 -2.010565 4.014767 0.0 0.0 0.0
H -4.327040 -0.486245 3.282136 0.0 0.0 0.0
H -2.650541 -2.880254 5.683105 0.0 0.0 0.0
H -1.642767 -2.150000 7.801856 0.0 0.0 0.0
H -1.747019 0.226997 8.473447 0.0 0.0 0.0
H -2.876755 1.870724 7.014457 0.0 0.0 0.0
H -3.872715 1.144594 4.875935 0.0 0.0 0.0
H 0.094080 -3.971911 0.023212 0.0 0.0 0.0
H -0.902068 -5.334706 0.503130 0.0 0.0 0.0
H 0.210012 -7.147552 1.440025 0.0 0.0 0.0
H 2.113714 -8.120849 2.669975 0.0 0.0 0.0
H 3.883098 -6.654211 3.575428 0.0 0.0 0.0
H 3.741142 -4.207399 3.252333 0.0 0.0 0.0
H 1.835881 -3.231112 2.020212 0.0 0.0 0.0
Cl 1.214758 -5.130351 -2.437622 0.0 0.0 0.1
C 2.299972 -3.811734 -2.150933 0.0 0.0 0.0
C 2.046608 -2.577928 -2.729554 0.1 0.0 0.0
C 2.956968 -1.550032 -2.549217 0.1 0.0 0.0
C 4.124686 -1.730774 -1.809969 -0.1 0.0 -0.1
C 5.136819 -0.603136 -1.682361 0.1 -0.1 -0.1
C 5.085524 0.060860 -0.307861 0.0 0.1 -0.1
N 3.828842 0.782675 -0.159842 0.1 0.0 0.1
C 3.580537 2.081718 -0.523935 0.0 0.0 -0.1
C 2.257577 2.292290 -0.305624 0.0 0.0 0.0
N 1.701800 1.125495 0.176408 0.0 0.2 0.0
C 2.683263 0.239606 0.248733 -0.1 -0.1 0.1
O 4.892168 0.425887 -2.607189 0.0 0.0 0.0
C 5.298094 0.137323 -3.942712 0.0 0.0 0.0
C 4.618195 1.116548 -4.849157 0.0 0.0 0.0
C 4.853421 1.193072 -6.187587 0.0 0.0 0.0
Cl 5.950096 0.212717 -7.064323 0.0 0.0 0.0
S 3.917550 2.397045 -6.964481 0.0 0.0 0.0
C 3.180011 2.824862 -5.484214 0.0 0.0 0.0
C 3.638574 2.071546 -4.446213 0.0 0.0 0.0
C 4.325224 -2.975265 -1.216938 0.0 0.0 0.0
Cl 5.749079 -3.267037 -0.265243 0.0 0.0 0.0
C 3.427031 -4.019111 -1.374580 0.0 0.0 0.0
H 1.166340 -2.444505 -3.343285 0.0 -0.1 0.1
H 2.793829 -0.591062 -3.029448 0.0 0.0 0.0
H 6.149881 -1.003695 -1.808362 0.0 -0.1 0.0
H 5.899303 0.776533 -0.213077 0.0 0.0 0.0
H 5.168913 -0.671972 0.490736 0.0 0.0 0.0
H 4.354223 2.725095 -0.903831 0.0 0.0 0.0
H 1.684502 3.189450 -0.437916 0.0 0.0 0.0
H 2.588371 -0.777516 0.588937 0.0 0.0 0.0
H 5.013501 -0.885466 -4.212738 0.0 0.0 0.0
H 6.387719 0.206618 -4.025137 0.0 0.0 0.0
H 2.465361 3.631240 -5.456213 0.0 0.0 0.0
H 3.326497 2.199521 -3.420078 0.0 0.0 0.0
H 3.619257 -4.981468 -0.920627 0.0 0.0 0.0
```
Positions in Å, forces in eV/Å.

Calculated values
Multiplicity = 3
Max |F| = 0.42 eV/A
Energy above the lowest of the compared OMol25 structures with the same formula, charge and spin = 16.6 kJ/mol
Total charge = +2
HOMO-LUMO gap (spin up / spin down) = 6.288 / 5.378 eV

Results of the Löwdin charge analysis, in e, for atoms 1 through 2: number 1, Au, carries 0.7664; number 2, C, carries -0.3564



> What is the energy above the lowest of the compared OMol25 structures with the same formula, charge and spin in the second record?

67.9 kJ/mol